Record 1
ORCA calculation (ωB97M-V/def2-TZVPD) on 5 unconnected molecules or ions with the total composition C34H36F33N2O7S at a distorted geometry.

Spin multiplicity = 1
HOMO = -0.4060 Eh
Energy = -153656.8892 eV
Max |F| = 3.02 eV Å⁻¹
Energy above the lowest of the compared OMol25 structures with the same formula, charge and spin = 0.00 kJ/mol
Total charge = +1
LUMO energy = -4.49 eV
Gap between HOMO and LUMO = 6.554 eV

Geometry as XYZ:
```
113
Properties=species:S:1:pos:R:3:forces:R:3
C -0.203 6.811 3.016 -0.67 0.40 0.27
H -3.424 -2.118 -0.895 0.40 0.23 0.15
H -0.645 7.676 3.515 0.24 -0.04 0.07
F 2.091 7.131 3.455 0.04 -0.15 -0.23
F 1.058 8.627 2.272 -0.16 -0.18 -0.39
H -9.987 6.755 -4.475 -0.08 -0.17 0.12
C -1.168 -1.795 3.879 -1.02 2.85 0.04
C -3.291 -2.987 2.986 -0.52 1.93 0.65
H 3.917 -3.651 -4.355 0.21 0.08 0.14
F -7.935 4.601 -2.985 0.03 0.45 0.12
F 4.923 -3.044 -0.146 -0.18 0.02 -0.22
N -2.770 -1.618 -1.504 0.33 0.35 0.45
C -1.158 0.718 4.297 -0.81 -1.88 -0.63
C -8.801 2.947 -4.701 -0.58 -0.55 0.25
C -1.272 -3.655 0.298 -0.22 -1.14 0.36
H -0.620 1.624 4.635 -0.52 -0.93 -0.30
F 6.026 -3.735 -2.530 -0.09 -0.16 0.19
F 10.011 -1.359 4.153 -0.05 -0.02 -0.26
O -0.194 5.801 4.028 0.79 -0.74 -0.62
F -5.580 -0.895 -0.991 1.42 0.58 -1.60
H -0.199 -3.785 -1.683 -0.80 0.35 0.41
C -9.001 6.391 -4.177 -0.02 0.75 -0.34
H -0.064 -1.362 -3.419 -0.94 -0.05 0.50
F 6.328 -6.354 -1.797 -0.04 0.21 -0.25
F 1.790 5.316 1.270 -0.05 0.06 0.06
H 1.235 3.785 5.195 -0.23 0.07 0.00
H 0.603 -0.604 4.631 -1.11 -0.07 -0.33
H -0.536 -0.250 -2.045 0.22 -1.10 -0.50
F 5.677 -5.136 -4.148 -0.31 -0.31 0.13
C 3.820 -3.993 -3.322 -0.30 0.18 -0.75
F -8.221 6.340 -5.276 -0.12 -0.20 0.11
F 2.842 7.157 0.822 -0.15 0.16 0.19
H -0.900 6.571 2.211 0.27 -0.14 -0.07
F -9.960 5.116 -2.454 0.02 0.41 -0.16
F -5.659 3.656 -6.667 -0.21 -0.19 -0.07
C 5.088 -5.857 -2.010 0.44 -0.79 0.20
O 3.490 -2.803 -2.597 0.09 -0.42 1.11
F 9.261 0.205 1.074 0.24 0.16 0.32
H 7.705 -2.790 1.098 0.00 0.03 0.32
C -0.110 4.468 3.625 -1.05 1.38 -0.19
H -3.369 -4.433 -0.018 0.71 0.15 0.82
H -1.952 -4.250 -1.693 0.77 0.78 0.18
H -3.053 1.839 3.820 0.48 -1.05 0.10
H -0.666 -2.787 3.881 -0.45 0.88 0.05
F 1.725 -2.216 -1.420 -0.01 0.29 0.34
F 3.120 -2.608 0.982 -0.33 -0.07 -0.27
F -0.285 4.381 2.292 0.16 -0.54 0.09
O -9.637 4.047 -4.346 0.98 0.69 -0.05
F -1.179 3.843 4.181 0.41 -0.20 0.14
C -0.463 -0.577 4.299 -1.92 0.33 -0.52
H -5.929 2.725 -4.933 -0.16 -0.08 0.03
H 0.934 6.866 0.360 -0.11 0.05 0.11
H -1.936 0.705 -3.654 -0.25 -1.00 -0.20
O -5.568 0.585 -3.025 1.06 -0.60 1.39
F 1.258 2.514 3.656 -0.31 0.18 -0.10
C 8.718 -3.068 1.395 0.07 -0.09 -0.81
H 9.085 -3.688 0.575 0.15 -0.03 0.20
C -3.245 -0.363 3.434 2.38 -0.57 0.58
C 1.182 3.796 4.104 0.72 -0.27 0.34
C -1.613 -2.111 -1.822 0.63 -0.19 -0.16
F 4.601 -5.505 -0.802 -0.02 0.10 -0.11
H -8.298 2.523 -3.829 0.20 0.22 -0.11
F -8.442 7.294 -3.337 -0.09 -0.29 0.21
C -9.108 5.025 -3.498 -0.40 -1.50 0.14
C -1.199 -3.520 -1.270 -0.31 0.65 -0.60
C 7.638 -3.714 3.679 -0.42 -0.35 0.58
F 2.272 4.434 3.640 -0.28 0.07 0.02
C -6.396 3.510 -5.536 0.72 -0.01 -0.24
H 6.646 -3.867 3.245 0.07 -0.01 -0.15
C 8.737 -3.969 2.646 0.83 0.28 -0.23
F -7.805 1.966 -6.571 0.34 -0.09 0.30
F 7.847 -0.864 2.301 0.10 0.40 0.24
C -2.543 0.847 3.848 0.85 -2.12 -0.01
C -0.901 -1.053 -2.755 -1.25 0.42 1.41
F 2.493 -4.221 -1.178 -0.23 0.25 0.52
C 5.160 -4.673 -2.977 0.18 0.80 -0.02
S -4.930 -0.578 -2.478 -2.15 0.03 -1.90
H -4.341 -3.019 3.399 1.10 0.14 -0.32
O -4.589 -0.345 3.021 0.99 0.21 -0.36
N -3.352 -2.941 1.503 0.01 -1.15 -0.22
C -2.714 -4.102 0.843 0.27 0.65 -0.80
H 11.048 -0.202 2.923 -0.08 -0.01 -0.21
C 10.013 -0.387 3.219 0.50 0.23 0.61
H -2.558 -0.954 -4.251 -0.08 0.73 0.94
H 2.989 -4.700 -3.342 0.17 -0.07 0.27
H -4.292 -2.760 1.155 0.10 -0.50 0.52
O 9.598 -1.943 1.393 -0.40 0.29 1.08
F 9.525 0.730 3.810 -0.17 -0.01 -0.33
F 7.772 -4.572 4.721 0.13 -0.12 -0.24
H 3.928 -1.341 -0.325 -0.15 0.00 -0.18
H -2.765 -3.884 3.395 -0.23 0.72 -0.65
F -8.371 4.054 -6.737 0.26 0.04 0.09
H -0.579 -4.502 0.576 -0.39 1.09 -0.42
H -4.576 -0.201 2.058 -0.18 -0.01 0.57
H -9.505 2.174 -5.017 0.03 0.17 -0.18
C 1.634 6.653 1.173 0.49 0.20 -0.66
H -2.581 -4.981 1.531 -0.25 0.86 -0.60
O -5.070 -1.797 -3.234 0.84 0.83 1.49
C -2.556 -1.668 3.448 0.67 0.31 0.88
F 8.592 -5.253 2.207 -0.44 0.11 0.04
F -6.305 4.677 -4.869 -0.06 -0.10 -0.04
H -2.952 0.615 -1.474 -0.30 -0.92 -0.22
C -7.839 3.147 -5.889 -0.84 0.42 -0.15
C 3.737 -2.410 -0.208 0.49 0.45 0.69
C 9.159 -0.767 2.008 -0.41 -0.88 -1.25
F 7.695 -2.472 4.198 0.04 -0.08 -0.09
C 2.875 -2.942 -1.354 0.16 -0.61 -1.66
F 9.960 -3.905 3.216 -0.21 0.06 0.15
H -0.970 -2.727 0.843 -0.13 -0.79 -0.52
C 1.164 7.285 2.484 0.04 -0.10 0.89
C -2.181 -0.351 -3.384 0.38 0.63 0.23
H 4.469 -6.662 -2.418 -0.06 0.10 -0.11
C -3.129 -0.290 -2.104 0.08 -1.83 -0.82
```
Positions in Å, forces in eV/Å.

***

Record 2
ORCA calculation (ωB97M-V/def2-TZVPD) on a molecular structure, C34H36F5IrN3O4PS.

Spin multiplicity = 2
HOMO (spin up / spin down) = -0.4213 / -0.4282 Eh
Energy = -85049.4348 eV
Max |F| = 0.59 eV Å⁻¹
Energy above the lowest of the compared OMol25 structures with the same formula, charge and spin = 36.32 kJ/mol
Total charge = +1
LUMO energy (spin up / spin down) = -4.20 / -5.17 eV
Gap between HOMO and LUMO (spin up / spin down) = 7.266 / 6.484 eV

Geometry as XYZ:
```
85
Properties=species:S:1:pos:R:3:forces:R:3
C -2.490 1.584 -0.002 0.05 -0.15 -0.31
C -1.582 2.840 -1.978 0.01 0.03 0.04
H 2.177 0.365 4.599 -0.01 -0.01 -0.01
H 2.478 3.875 0.848 -0.01 0.00 -0.01
H 2.938 1.403 1.834 0.04 -0.02 -0.05
O -1.079 -6.026 -1.576 0.00 0.01 -0.04
H -7.165 -0.069 2.014 0.01 0.00 0.00
H -0.791 4.030 -3.572 -0.01 -0.01 0.01
N -1.152 -3.305 -1.923 -0.02 0.01 0.00
C 2.920 2.737 3.489 0.02 0.00 -0.01
H 1.719 2.878 -0.388 -0.01 -0.02 -0.01
H -2.892 -0.092 2.078 0.05 0.01 0.05
C -0.241 -2.848 -0.015 0.07 -0.03 -0.06
N -1.440 0.912 0.195 0.27 0.26 0.16
F 6.567 1.111 1.019 0.02 0.01 0.01
H -1.528 -3.848 -2.690 0.00 -0.01 -0.01
C -0.589 -5.372 -0.694 -0.01 -0.02 0.00
C 1.537 3.661 0.343 0.01 0.00 0.01
F 4.992 -3.315 1.042 0.01 -0.02 0.00
H -0.193 -0.225 4.681 0.00 -0.02 -0.03
C -5.028 -0.168 2.172 0.01 0.00 0.00
C 3.631 -1.600 0.188 -0.03 0.06 0.03
C -3.042 3.977 -0.436 0.02 0.01 0.01
H -5.041 -0.849 3.012 0.00 0.01 -0.01
C -1.418 4.017 -2.691 0.01 -0.01 -0.01
O 0.817 -3.768 1.882 -0.07 0.01 0.04
C -1.511 -1.005 -2.859 0.00 -0.04 0.01
H -1.048 2.303 5.457 0.01 0.00 0.00
H 0.018 3.402 4.591 0.01 -0.02 0.01
H 2.334 2.997 4.367 0.01 -0.01 0.01
C 0.425 3.304 1.330 -0.05 0.03 0.08
H 0.651 1.902 5.277 -0.01 -0.01 0.00
H 3.931 2.504 3.831 0.00 0.01 -0.01
C 0.463 -2.784 1.270 -0.03 -0.04 0.12
O -0.006 -5.880 0.371 -0.03 -0.08 -0.01
C -0.563 1.563 3.507 0.04 -0.05 0.05
H -1.454 2.020 3.060 -0.03 -0.05 -0.07
C -0.633 -3.886 -0.799 0.04 -0.04 -0.02
H -4.983 2.225 -0.857 0.00 0.01 0.02
N -0.521 -1.669 -0.654 -0.03 0.10 -0.06
C 4.806 -2.032 0.769 0.02 -0.01 0.01
H -1.072 1.940 -2.294 0.05 0.06 0.01
H 0.341 -5.191 0.986 0.02 0.06 0.04
C -1.068 -1.964 -1.818 -0.05 -0.01 -0.02
H -0.881 -0.595 3.119 -0.08 -0.01 -0.04
C -2.055 5.177 -2.271 0.00 -0.01 0.00
C 3.395 -0.258 -0.104 0.04 0.11 0.01
H -0.778 4.337 2.845 0.02 -0.01 0.00
P 0.660 1.652 2.122 -0.01 -0.01 0.05
C -6.221 0.269 1.609 -0.01 0.00 -0.01
C 5.800 -1.110 1.056 0.00 -0.01 0.00
C 4.427 0.636 0.173 -0.02 0.00 -0.06
C -6.199 1.128 0.520 -0.01 -0.01 0.01
H -0.488 3.143 0.753 0.02 0.02 -0.03
S 1.919 0.243 -0.921 -0.09 -0.16 0.12
C 0.145 4.470 2.282 -0.01 0.02 -0.03
F 2.712 -2.515 -0.107 -0.03 -0.08 -0.07
C -4.990 1.569 0.004 0.01 0.00 -0.03
H -3.668 3.964 0.448 0.01 0.00 -0.01
H 1.240 4.564 -0.194 0.01 -0.02 -0.01
C -2.862 5.157 -1.142 -0.01 -0.01 -0.01
F 6.930 -1.507 1.611 0.05 -0.02 0.03
H -1.230 -0.001 -2.556 -0.01 -0.04 -0.01
H -1.923 6.097 -2.825 0.00 -0.01 0.01
C -0.903 0.126 3.931 0.00 0.03 0.01
H 3.651 0.057 3.695 -0.01 0.01 0.02
C 2.579 0.238 3.593 0.03 0.03 0.01
H 2.128 -0.647 3.152 -0.02 -0.03 -0.03
C 2.372 1.506 2.758 -0.02 0.07 0.03
C -0.201 2.354 4.769 -0.04 0.02 0.01
H 0.960 4.647 2.983 -0.01 0.02 -0.02
H -7.126 1.455 0.067 0.01 0.00 0.00
C 5.612 0.229 0.751 0.02 0.03 -0.01
H 2.989 3.612 2.847 -0.02 -0.01 0.01
O 0.666 -1.551 1.699 0.38 0.01 -0.09
C -3.791 1.149 0.576 0.02 0.04 0.07
H -1.897 0.106 4.379 0.02 0.02 0.06
H 0.030 5.374 1.682 -0.01 0.00 0.00
H -2.593 -1.042 -2.991 0.00 0.01 0.01
Ir 0.105 -0.008 0.552 -0.58 -0.09 -0.06
H -1.037 -1.228 -3.814 -0.01 0.00 0.00
C -2.399 2.811 -0.851 0.01 0.01 0.04
C -3.820 0.264 1.653 -0.01 0.00 0.02
H -3.356 6.061 -0.811 0.01 -0.01 0.00
F 4.284 1.931 -0.111 -0.03 0.03 0.02
```
Positions in Å, forces in eV/Å.